A single C16H14F3NO4S molecule. Source: OMol25; level of theory: ωB97M-V/def2-TZVPD.

Calculated values
- Net charge: 0
- SMILES: O=COCCCCC1=C(N=C=S)C(=O)C(CCC(F)=C(F)F)=CC1=O
- Spin multiplicity: 1
- Total energy: -45484.134 eV
- ΔE to the lowest compared entry with this formula, charge and spin: 0.0 kJ/mol

Last column: natural (NBO) charge in e.
Positions of all 39 atoms, in Å:
O  -0.45  0.49  -2.67  -0.558
C  -1.47  0.33  -2.05  0.659
O  -1.75  -0.80  -1.41  -0.527
C  -2.53  -0.63  -0.21  -0.069
C  -3.03  -1.97  0.28  -0.418
C  -1.94  -3.03  0.48  -0.390
C  -0.86  -2.64  1.50  -0.452
C  0.14  -1.64  0.98  -0.084
C  0.91  -1.81  -0.10  0.161
N  0.93  -3.02  -0.84  -0.507
C  0.60  -3.07  -2.01  0.255
S  0.05  -3.33  -3.44  0.110
C  1.84  -0.73  -0.53  0.492
O  2.83  -0.95  -1.19  -0.484
C  1.49  0.67  -0.12  -0.003
C  2.01  1.80  -0.96  -0.450
C  2.73  2.91  -0.14  -0.454
C  1.78  3.99  0.24  0.225
F  1.14  4.60  -0.79  -0.318
C  1.44  4.36  1.47  0.664
F  2.25  4.38  2.51  -0.291
F  0.22  4.77  1.80  -0.298
C  0.73  0.84  0.97  -0.279
C  0.29  -0.35  1.73  0.508
O  0.03  -0.30  2.92  -0.512
H  -2.24  1.12  -2.01  0.107
H  -1.89  -0.16  0.54  0.177
H  -3.36  0.05  -0.39  0.190
H  -3.60  -1.78  1.19  0.216
H  -3.72  -2.36  -0.47  0.217
H  -1.53  -3.32  -0.48  0.218
H  -2.44  -3.92  0.86  0.218
H  -0.31  -3.52  1.84  0.240
H  -1.34  -2.22  2.38  0.234
H  1.19  2.24  -1.52  0.252
H  2.72  1.42  -1.69  0.252
H  3.16  2.47  0.76  0.237
H  3.53  3.31  -0.76  0.227
H  0.42  1.81  1.33  0.232

---

A molecular structure, C11H23N5O6Tm. Source: OMol25; level of theory: ωB97M-V/def2-TZVPD.

Calculated values
- Net charge: +1
- Spin multiplicity: 3
- Total energy: -61032.229 eV

Last column: Mulliken spin population.
Positions of all 46 atoms, in Å:
O  -0.02  -0.98  -3.53  0.000
H  -0.13  -1.93  -3.82  0.000
Tm  1.10  0.33  0.17  2.018
N  1.79  -1.65  -1.06  0.000
N  -0.38  -1.64  0.15  -0.006
N  0.88  2.76  0.13  0.111
N  -0.83  1.26  1.14  -0.106
O  2.79  -1.49  -1.85  0.003
O  1.55  3.43  -0.78  0.081
O  -1.75  0.47  1.77  -0.031
O  -1.62  -1.64  0.63  -0.002
C  0.00  -2.88  -0.28  0.001
C  1.26  -2.91  -0.90  -0.005
C  -0.03  3.42  0.87  -0.099
C  -1.07  2.58  1.36  0.040
C  1.90  -4.15  -1.42  0.000
H  1.77  -4.26  -2.51  0.000
H  1.42  -5.03  -0.96  0.000
H  2.97  -4.16  -1.17  0.000
C  -0.95  -4.01  -0.11  0.000
H  -1.89  -3.84  -0.67  0.000
H  -1.23  -4.13  0.95  0.000
H  -0.52  -4.95  -0.46  0.000
C  0.00  4.89  1.12  0.003
C  -2.24  3.07  2.12  -0.002
H  0.74  5.38  0.48  -0.001
H  0.25  5.04  2.18  -0.008
H  -1.00  5.31  0.96  -0.003
H  -2.98  2.28  2.26  0.000
H  -2.71  3.92  1.59  0.002
H  -1.93  3.42  3.12  0.004
H  1.68  2.20  -1.62  0.001
H  -1.74  -0.50  1.26  -0.001
C  -1.54  0.06  -3.48  0.000
H  -2.16  -0.41  -4.24  0.000
H  -1.18  1.08  -3.67  0.000
H  -1.69  -0.12  -2.42  0.000
O  1.57  1.17  -1.78  -0.003
H  0.75  -1.02  -2.87  0.000
H  1.61  1.10  -2.75  0.001
C  0.68  -0.33  4.45  0.001
C  1.37  -0.11  3.21  -0.001
N  1.95  0.07  2.21  0.002
H  -0.35  0.05  4.35  0.000
H  1.21  0.23  5.24  0.000
H  0.68  -1.41  4.67  0.000

---

Which of these has the lowest total energy? C11H23N5O6Tm